*i*
A cluster of 2 separate species, C4H12BN in total. Source: the OMol25 dataset; level of theory: ωB97M-V with the def2-TZVPD basis set.

```
18
Properties=species:S:1:pos:R:3:mulliken_charge:R:1
B -2.704 0.390 -0.097 -0.0133
C 1.852 1.466 -0.186 -1.0660
C -0.318 -1.910 0.224 -1.1107
C 1.305 0.090 0.424 -0.4315
C 0.252 -0.672 -0.360 0.2055
N -1.516 0.794 -0.597 -0.2755
H -3.523 1.362 -0.041 -0.0927
H -2.973 -0.627 0.519 -0.1452
H 2.525 1.809 0.598 0.3293
H 2.461 1.329 -1.115 0.2964
H 1.054 2.148 -0.582 0.2559
H -0.838 -2.478 -0.476 0.3654
H 0.678 -2.408 0.629 0.2847
H -1.096 -1.792 1.062 0.2650
H 2.179 -0.457 0.549 0.4326
H 0.959 0.189 1.559 0.2867
H 0.432 -0.761 -1.431 0.2476
H -1.194 1.603 -1.040 0.1657
```

frontier orbital gap (spin up / spin down)	0.328 / 0.328	Ha
charge	0
molecular weight	85.0	g/mol

---

*ii*
The molecule C4H12BN. Source: the OMol25 dataset; level of theory: ωB97M-V with the def2-TZVPD basis set.

```
18
Properties=species:S:1:pos:R:3:mulliken_charge:R:1
B 0.004 0.432 1.678 0.3501
C 2.106 0.400 -0.734 -1.1527
C -2.337 0.363 -0.265 -1.2352
C 1.416 -0.748 0.075 -0.6791
C -1.032 -0.509 -0.547 -0.3242
N 0.103 -0.294 0.466 -0.1763
H 1.011 0.598 2.158 -0.1114
H -1.120 0.548 2.236 -0.1250
H 2.284 1.112 0.017 0.3163
H 3.031 0.082 -1.124 0.3948
H 1.510 0.896 -1.442 0.3627
H -2.706 0.294 0.730 0.3798
H -2.250 1.469 -0.502 0.2966
H -3.094 -0.124 -0.963 0.3379
H 1.285 -1.497 -0.762 0.3029
H 1.954 -0.989 0.937 0.4809
H -1.439 -1.541 -0.372 0.2446
H -0.725 -0.492 -1.586 0.3373
```

frontier orbital gap	0.372	Ha
charge	0
molecular weight	85.0	g/mol

---

Out of the structures above, which one is the least stable? Solution: *i*.